(1)
{"formula": "H26O13", "method": "ωB97M-V/def2-TZVPD", "species": ["O", "H", "H", "H", "H", "H", "O", "H", "O", "H", "H", "H", "H", "O", "H", "H", "O", "O", "H", "H", "O", "H", "H", "H", "O", "H", "H", "H", "O", "H", "H", "O", "H", "O", "O", "H", "O", "H", "H"], "positions_angstrom": [[-45.72, -12.75, -2.41], [-46.72, -9.43, -7.61], [-49.21, -9.28, -6.91], [-49.28, -12.58, -2.28], [-44.89, -12.69, -2.25], [-48.03, -9.58, -5.93], [-48.29, -8.98, -6.67], [-47.59, -15.05, -5.14], [-47.46, -11.60, -5.47], [-48.61, -12.29, -5.35], [-45.26, -11.23, -7.90], [-45.99, -13.01, -1.37], [-48.31, -15.53, -8.77], [-47.66, -15.18, -7.96], [-47.20, -12.27, -4.85], [-45.44, -14.31, -4.98], [-45.22, -12.02, -7.39], [-48.38, -15.14, -5.64], [-48.86, -9.08, -2.96], [-46.00, -13.62, -3.84], [-49.35, -12.90, -5.68], [-47.86, -12.42, -2.13], [-43.17, -11.62, -5.80], [-45.37, -12.73, -8.10], [-48.52, -12.12, -2.66], [-48.16, -14.91, -6.58], [-47.43, -14.25, -8.16], [-48.44, -10.32, -3.66], [-48.68, -9.52, -3.73], [-47.13, -11.84, -6.40], [-45.36, -8.79, -7.22], [-47.68, -12.41, -8.08], [-48.16, -12.42, -9.01], [-45.73, -9.45, -7.86], [-46.30, -13.97, -4.72], [-44.67, -11.26, -5.34], [-43.82, -11.33, -5.00], [-48.45, -12.51, -7.40], [-48.98, -13.72, -5.38]], "mulliken_charge": [-0.6178, 0.3928, 0.3311, 0.2789, 0.2108, 0.3239, -0.7206, 0.4305, -0.0510, 0.5164, 0.3216, 0.3500, 0.3367, -0.7113, -0.0441, 0.3141, -0.5499, -0.8481, 0.2423, 0.3203, -0.9569, 0.2109, 0.3266, 0.2221, -0.4987, 0.4690, 0.4271, 0.3008, -0.5529, 0.3299, 0.3259, -0.7728, 0.2760, -0.7544, -0.6667, 0.3295, -0.6756, 0.3565, 0.4771], "spin_multiplicity": 1, "homo_lumo_gap_ev": 8.9, "homo_energy_ev": -9.3, "e_lumo_ev": -0.35, "energy_ev": -27036.47530}

---

(2)
{"formula": "H26O13", "method": "ωB97M-V/def2-TZVPD", "species": ["H", "H", "H", "O", "H", "H", "H", "H", "H", "H", "O", "H", "H", "H", "O", "H", "O", "H", "H", "H", "O", "O", "O", "H", "H", "H", "O", "H", "H", "O", "O", "O", "H", "H", "O", "O", "H", "H", "H"], "positions_angstrom": [[39.68, 0.45, 0.41], [38.37, -0.37, 0.75], [44.40, 1.90, -1.79], [41.15, 0.02, 2.98], [41.11, -1.13, -1.71], [37.78, 2.29, -0.55], [43.89, 1.41, 0.42], [37.96, 3.00, 1.82], [41.98, 0.95, 0.20], [42.13, 3.03, 2.30], [42.80, -1.29, 0.57], [39.08, 2.06, 1.04], [40.56, -2.94, 1.71], [40.43, 0.21, 3.70], [38.78, 0.12, 0.04], [40.94, -1.55, 2.20], [38.38, 1.94, -1.37], [43.65, 3.26, -2.04], [41.41, 0.24, -2.79], [42.28, -1.82, 1.20], [41.93, 3.36, 3.15], [38.92, 2.68, 1.96], [42.34, 0.16, -2.41], [43.28, 2.38, -0.59], [44.38, -0.25, 0.70], [45.28, 0.40, 1.58], [43.26, 2.06, 0.41], [38.55, 1.06, -1.02], [42.44, 1.01, -1.88], [44.97, 0.44, 0.77], [43.48, 2.37, -1.82], [40.41, -1.62, -1.50], [41.38, 0.29, 1.02], [39.69, -1.12, -1.10], [41.25, -2.44, 2.12], [41.17, 0.65, 0.29], [42.01, 0.07, 3.43], [42.42, 4.29, 3.03], [43.20, -2.03, 0.01]], "mulliken_charge": [0.3698, 0.2836, 0.3972, -0.6618, 0.3683, 0.2634, 0.4638, 0.3208, 0.2707, 0.2569, -0.6057, 0.3004, 0.3671, 0.2783, -0.7298, 0.3678, -0.7283, 0.3478, 0.3611, 0.3739, -0.6362, -0.6407, -0.7766, 0.3853, 0.3634, 0.2633, -0.8677, 0.4276, 0.3962, -0.6511, -0.7291, -0.7103, -0.1257, 0.4044, -0.6982, 0.1358, 0.2614, 0.3052, 0.2274], "spin_multiplicity": 1, "homo_lumo_gap_ev": 10.2, "homo_energy_ev": -10.2, "e_lumo_ev": -0.01, "energy_ev": -27034.65603}

---

(3)
{"formula": "H26O13", "method": "ωB97M-V/def2-TZVPD", "species": ["H", "H", "O", "H", "H", "H", "H", "O", "H", "O", "O", "H", "H", "O", "H", "O", "H", "O", "H", "O", "H", "O", "H", "O", "H", "H", "H", "O", "H", "O", "O", "H", "H", "H", "H", "H", "H", "H", "H"], "positions_angstrom": [[-4.59, -49.99, -25.53], [-4.52, -48.42, -23.13], [-7.61, -48.71, -23.66], [-4.98, -53.03, -26.57], [-4.12, -48.50, -21.68], [-7.29, -49.43, -27.69], [-4.54, -53.32, -23.62], [-7.88, -49.93, -27.19], [-6.90, -48.68, -23.19], [-4.68, -52.63, -24.49], [-4.61, -49.72, -28.31], [-4.16, -50.28, -28.90], [-3.33, -48.14, -27.15], [-2.65, -48.37, -27.88], [-6.32, -53.29, -27.47], [-1.39, -50.33, -26.47], [-3.78, -47.77, -25.00], [-4.76, -47.72, -26.28], [-2.56, -50.68, -25.60], [-5.44, -53.66, -27.15], [-7.61, -49.97, -26.32], [-3.24, -47.91, -24.34], [-2.67, -47.29, -24.07], [-3.08, -50.55, -24.98], [-2.08, -49.83, -27.02], [-4.29, -48.79, -28.26], [-5.41, -47.28, -26.83], [-5.36, -50.08, -26.15], [-7.39, -49.46, -24.29], [-7.37, -51.16, -24.54], [-4.95, -48.71, -22.34], [-1.23, -51.08, -26.98], [-6.52, -51.39, -24.78], [-1.67, -48.15, -27.93], [-2.65, -49.72, -24.67], [-7.88, -51.80, -23.99], [-3.73, -52.25, -24.54], [-5.14, -50.15, -27.01], [-5.21, -48.57, -26.05]], "mulliken_charge": [0.1543, 0.3981, -0.6397, 0.3560, 0.2885, 0.2540, 0.2919, -0.6879, 0.2751, -0.6533, -0.5448, 0.2526, 0.4350, -0.8489, 0.3328, -0.7384, 0.4426, -0.8635, 0.5499, -0.6781, 0.4152, -0.5749, 0.1504, -0.6974, 0.4888, 0.3412, 0.3212, -0.0888, 0.3958, -0.6507, -0.7045, 0.3262, 0.2426, 0.2971, 0.2293, 0.2423, 0.2903, 0.2657, 0.3341], "spin_multiplicity": 1, "homo_lumo_gap_ev": 9.6, "homo_energy_ev": -9.9, "e_lumo_ev": -0.27, "energy_ev": -27035.08593}

---

(4)
{"formula": "H26O13", "method": "ωB97M-V/def2-TZVPD", "species": ["O", "H", "H", "O", "H", "H", "O", "H", "H", "O", "H", "H", "H", "H", "H", "H", "H", "O", "H", "H", "H", "O", "H", "H", "H", "O", "H", "O", "H", "O", "H", "O", "O", "H", "H", "O", "H", "H", "O"], "positions_angstrom": [[2.25, -0.03, 1.43], [-2.94, -0.24, -0.35], [1.69, 0.75, 1.37], [-1.36, -2.63, -0.29], [-1.86, 1.06, 0.68], [1.35, -2.60, 0.86], [-0.10, -0.31, -2.09], [1.91, 0.72, -1.33], [-0.77, 0.32, -1.83], [0.48, -2.54, 1.25], [0.67, 1.11, -0.02], [-1.60, -0.57, 2.39], [-0.73, -2.48, 0.41], [-1.06, -2.08, -1.01], [-1.50, 2.45, 0.19], [-2.39, -0.67, 1.00], [3.28, 0.76, -1.97], [-1.26, 1.79, 0.84], [-2.17, 0.25, -1.97], [-1.12, -0.03, 0.27], [-0.20, -0.08, 2.09], [0.90, 1.43, -0.89], [0.49, 0.18, -2.66], [-2.17, 1.53, -1.16], [0.39, 2.23, -1.00], [-0.22, -0.35, 0.26], [2.47, -2.04, -0.44], [-0.75, -0.39, 2.80], [1.87, -0.82, -1.12], [2.53, 0.19, -1.83], [0.11, -0.12, -0.61], [-2.37, 0.05, 0.37], [1.89, -1.30, -0.28], [1.97, -0.57, 0.69], [0.31, -1.60, 1.33], [0.76, 1.56, 1.39], [-0.20, 1.62, 1.42], [1.06, 2.45, 1.56], [-1.62, 1.00, -1.74]], "mulliken_charge": [-0.9395, 0.3318, 0.6420, -0.8215, 0.6896, 0.4742, -0.7303, 0.5479, 0.6095, -0.8059, -0.1914, 0.2462, 0.5469, 0.2818, 0.3124, 0.5743, 0.2822, -0.7898, 0.3862, -0.8592, 0.3202, -0.5046, 0.3488, 0.3843, 0.4208, 0.5932, 0.3156, -0.6446, 0.2957, -0.7414, -1.1089, -0.4693, -0.4515, 0.4722, 0.5027, -0.6192, 0.4253, 0.2476, -0.5744], "spin_multiplicity": 1, "homo_lumo_gap_ev": 6.8, "homo_energy_ev": -8.0, "e_lumo_ev": -1.23, "energy_ev": -27025.65309}

---

(5)
{"formula": "H26O13", "method": "ωB97M-V/def2-TZVPD", "species": ["H", "O", "H", "O", "O", "O", "H", "O", "H", "H", "H", "O", "H", "H", "O", "H", "H", "H", "H", "H", "H", "O", "H", "O", "O", "H", "H", "H", "H", "H", "O", "H", "O", "H", "H", "O", "H", "H", "H"], "positions_angstrom": [[11.77, -17.20, -36.88], [16.30, -17.01, -35.94], [14.44, -14.92, -37.92], [14.29, -20.93, -37.83], [14.19, -15.72, -37.46], [16.77, -16.07, -41.46], [16.87, -17.30, -35.23], [13.90, -18.14, -35.93], [14.71, -20.81, -38.69], [16.38, -15.59, -42.19], [15.81, -17.84, -39.90], [18.81, -18.38, -42.03], [18.02, -17.87, -37.42], [13.97, -16.83, -41.70], [12.03, -17.22, -37.80], [15.56, -17.62, -35.91], [14.64, -19.46, -40.18], [18.23, -17.79, -41.54], [14.95, -17.40, -38.74], [13.88, -18.87, -36.55], [13.16, -18.32, -35.34], [16.73, -19.89, -36.54], [13.52, -21.45, -38.02], [15.39, -18.16, -39.10], [18.01, -18.18, -38.33], [16.70, -20.36, -35.71], [13.48, -17.91, -42.63], [13.68, -19.94, -41.25], [14.90, -15.88, -36.84], [18.39, -18.46, -42.89], [16.53, -18.74, -43.41], [17.10, -15.39, -40.87], [14.14, -17.73, -41.97], [12.84, -16.72, -37.83], [16.16, -18.46, -44.25], [14.31, -20.26, -40.60], [15.94, -18.37, -42.75], [17.08, -18.19, -38.57], [15.86, -20.00, -36.92]], "mulliken_charge": [0.2601, -0.6500, 0.2586, -0.6774, -0.5966, -0.5060, 0.3262, -0.6846, 0.3167, 0.2538, 0.2592, -0.6428, 0.2899, 0.2367, -0.6500, 0.3332, 0.4474, 0.2987, 0.3054, 0.3257, 0.2565, -0.5228, 0.2926, -0.5276, -0.6523, 0.2914, 0.2349, 0.2833, 0.3179, 0.3505, -0.6255, 0.2584, -0.4980, 0.4033, 0.2896, -0.6496, 0.3460, 0.3881, 0.2591], "spin_multiplicity": 1, "homo_lumo_gap_ev": 9.3, "homo_energy_ev": -9.8, "e_lumo_ev": -0.45, "energy_ev": -27039.99267}

---

(6)
{"formula": "H26O13", "method": "ωB97M-V/def2-TZVPD", "species": ["O", "H", "O", "H", "H", "H", "H", "O", "O", "H", "H", "H", "H", "O", "H", "H", "H", "O", "O", "H", "H", "H", "H", "O", "H", "H", "H", "H", "O", "H", "O", "H", "O", "H", "H", "H", "H", "O", "O"], "positions_angstrom": [[0.28, 2.00, 2.59], [2.87, -1.12, -0.56], [-4.36, 0.02, 0.30], [-2.00, -2.85, -2.93], [-4.02, 2.17, -1.47], [-1.08, -3.85, -0.12], [0.09, 3.02, 0.96], [0.01, -1.22, 3.66], [-4.22, 2.86, -0.82], [-2.19, -3.81, 0.91], [-4.52, 0.58, -0.47], [-0.06, -0.99, 2.73], [0.94, 2.15, 3.27], [-1.66, -3.24, 0.34], [5.17, 1.22, -1.13], [0.66, -0.69, 0.83], [-0.50, 0.03, 0.17], [0.28, 0.19, 0.71], [-1.10, -3.13, -2.74], [5.31, -1.36, 1.91], [3.75, 1.19, -1.67], [-0.87, 2.50, -2.79], [0.59, 2.33, -3.16], [5.29, -0.92, 1.05], [-0.72, -2.40, -2.24], [-3.58, -0.49, 0.05], [-0.58, -0.61, 4.10], [1.06, 3.32, -0.17], [-1.72, -1.54, 0.09], [-0.39, 1.46, 3.02], [-0.01, 2.33, -2.41], [-5.00, 2.53, -0.36], [2.75, -1.26, -1.50], [4.86, -1.57, 0.47], [2.49, -2.19, -1.57], [-1.51, -0.95, -0.64], [-1.53, -1.02, 0.88], [4.62, 1.58, -1.83], [0.60, 3.73, 0.57]], "mulliken_charge": [-0.5288, 0.2502, -0.5801, 0.3289, 0.3105, 0.2480, 0.3362, -0.6223, -0.5996, 0.1950, 0.2225, 0.3013, 0.2697, -0.4148, 0.3265, 0.2630, 0.3014, -0.5416, -0.6094, 0.3134, 0.2935, 0.2724, 0.3022, -0.6169, 0.2598, 0.3471, 0.3080, 0.2936, -0.5054, 0.2353, -0.5575, 0.3242, -0.5647, 0.3207, 0.2906, 0.1603, 0.3408, -0.6281, -0.6459], "spin_multiplicity": 1, "homo_lumo_gap_ev": 9.4, "homo_energy_ev": -9.9, "e_lumo_ev": -0.52, "energy_ev": -27034.87394}